# 1
19 unconnected molecules or ions with the total composition C25H51BCl36O3 at a distorted geometry. Source: the Open Molecules 2025 dataset; level of theory: ωB97M-V/def2-TZVPD.

```
116
Properties=species:S:1:pos:R:3:forces:R:3:mulliken_charge:R:1
C 1.959337 0.571871 1.432785 -0.082 1.354 -0.679 0.328
C 0.894929 1.443862 2.326036 -0.040 -0.422 0.713 -0.193
C -0.645526 0.852872 2.323950 -0.622 1.293 0.148 -0.203
C -1.506970 1.371844 0.987733 0.304 1.602 1.982 -0.512
O -0.760100 1.173620 -0.261746 -1.576 -3.739 0.074 -0.375
B -0.870402 -0.198157 -0.784888 -0.167 1.719 1.266 0.387
C -1.701310 -1.453953 -0.133003 -0.533 -1.048 -0.037 -0.116
C -0.703276 -2.557692 0.593990 0.253 1.366 -0.737 0.830
O -1.560257 -3.660390 1.123526 1.301 1.314 3.407 -0.368
C -1.685484 -3.471851 2.593950 -6.793 1.978 0.411 0.235
O -2.876298 -3.039629 3.037778 7.769 -2.892 -2.605 -0.510
H 1.695433 -0.569462 1.366928 0.577 2.411 0.414 -0.511
H 3.043465 0.771909 1.875286 -2.267 -0.772 -1.003 0.376
H 1.965192 1.016383 0.325427 -0.014 -1.253 2.504 -0.234
H 1.296255 1.413334 3.449498 -1.043 0.103 -2.360 0.302
H 0.854586 2.598374 2.026335 0.194 -2.629 0.484 -0.122
H -1.189639 1.379310 3.246635 1.015 -1.247 -1.952 0.321
H -0.723738 -0.301683 2.498298 0.320 2.136 -0.481 -0.008
H -1.591592 2.553250 1.137561 0.227 -2.525 -0.475 0.289
H -2.611845 0.977649 0.976628 2.276 0.475 -0.156 0.330
H -0.291781 -0.420395 -1.811173 0.111 0.300 0.135 -0.169
H -2.588528 -1.163323 0.571412 1.831 -0.631 -1.029 0.111
H -2.194769 -2.038417 -1.049848 1.073 1.314 2.020 -0.116
H 0.075370 -2.951735 -0.213649 -1.805 0.458 1.718 0.168
H -0.060814 -2.102200 1.463419 -1.587 -0.744 -1.888 -0.739
H -0.825945 -3.734871 3.351254 -1.395 0.506 -1.933 0.268
C 1.855345 2.458873 -2.187891 -0.327 -0.176 0.062 0.048
Cl 1.851737 3.754451 -3.390573 -0.006 -0.225 -0.215 -0.089
Cl 3.372395 2.437467 -1.280605 0.047 0.184 -0.059 -0.134
H 1.027193 2.616460 -1.492678 0.233 0.017 -0.115 -0.098
H 1.732040 1.500155 -2.697455 0.131 0.274 0.086 0.297
C 6.077073 0.570321 -2.582319 -0.358 0.268 -0.054 0.459
Cl 7.784757 0.114850 -2.618888 0.105 0.126 -0.092 -0.189
Cl 5.142331 -0.546140 -1.579904 0.231 0.106 -0.306 -0.108
H 5.986505 1.578657 -2.171165 0.072 -0.487 -0.034 -0.108
H 5.681675 0.550200 -3.600777 0.206 -0.105 0.503 -0.095
C 2.842316 -3.559381 1.022963 0.225 -0.326 -0.375 0.210
Cl 3.576655 -2.142758 0.262103 -0.176 -0.501 0.198 -0.036
Cl 1.852855 -3.094109 2.412048 0.424 -0.323 0.516 -0.114
H 2.210937 -4.069120 0.291172 0.058 0.220 0.193 0.297
H 3.634164 -4.232792 1.359849 -0.246 0.336 0.015 -0.233
C -2.077567 -4.777522 -2.237576 -0.230 -0.198 0.326 0.328
Cl -1.946612 -3.300582 -3.200112 0.011 0.045 -0.104 -0.192
Cl -0.820785 -5.939061 -2.680736 -0.049 -0.015 0.075 -0.180
H -1.970600 -4.523732 -1.180154 0.044 -0.008 -0.255 -0.283
H -3.057058 -5.229644 -2.411305 0.282 0.110 -0.071 0.371
C -3.904010 -4.475861 -6.014099 0.202 0.317 0.078 0.157
Cl -5.562359 -3.866236 -6.070779 0.315 -0.061 0.088 -0.098
Cl -3.841688 -6.190348 -6.440381 0.125 -0.090 0.003 -0.120
H -3.292814 -3.910783 -6.721996 -0.203 -0.219 0.117 0.307
H -3.511798 -4.346340 -5.002469 -0.204 -0.111 -0.344 -0.227
C -6.225657 -3.772058 2.891620 0.472 -0.055 -0.157 0.096
Cl -7.247406 -2.425594 3.409347 -0.013 0.150 -0.077 -0.164
Cl -6.886911 -5.318366 3.436359 0.065 -0.086 -0.142 -0.158
H -6.166694 -3.774900 1.800516 -0.144 0.016 0.313 0.309
H -5.226467 -3.643570 3.314835 -0.318 -0.010 -0.051 -0.058
C 8.635620 4.082698 -2.824441 0.240 -0.012 -0.284 -0.377
Cl 6.892241 3.802271 -2.907923 0.136 0.203 -0.105 -0.016
Cl 9.153578 4.376664 -1.159999 0.101 -0.010 -0.026 -0.170
H 9.156406 3.202382 -3.208910 -0.203 0.128 0.233 0.264
H 8.885240 4.954601 -3.433930 -0.156 -0.151 0.252 0.328
C 10.565936 7.649137 0.834115 -0.271 -0.260 0.075 0.082
Cl 10.562328 8.944714 -0.368568 -0.109 -0.040 -0.040 -0.152
Cl 12.082986 7.627731 1.741400 -0.052 -0.085 0.049 -0.152
H 9.737784 7.806724 1.529327 0.285 0.070 -0.168 0.261
H 10.442631 6.690419 0.324550 0.135 0.301 0.065 -0.035
C 1.399594 7.272490 -1.421764 0.328 0.110 -0.237 0.086
Cl 0.377844 8.618954 -0.904036 0.057 0.068 -0.005 -0.178
Cl 0.738340 5.726183 -0.877025 -0.025 -0.035 0.088 -0.096
H 1.458556 7.269649 -2.512868 -0.172 -0.026 0.408 -0.121
H 2.398783 7.400979 -0.998549 -0.313 -0.066 0.009 0.305
C -9.720179 -3.520672 -5.018948 -0.347 0.104 0.017 -0.237
Cl -8.459240 -2.876342 -6.077177 -0.368 0.185 -0.059 -0.140
Cl -9.082972 -4.795992 -3.973678 -0.100 0.004 0.032 -0.147
H -10.109721 -2.711706 -4.396192 0.229 -0.213 -0.130 0.265
H -10.524019 -3.933002 -5.633620 0.316 0.034 0.121 0.264
C -6.026553 -0.775915 6.706744 0.155 -0.361 -0.325 0.136
Cl -5.292213 0.640707 5.945886 0.032 -0.051 -0.022 -0.162
Cl -7.016013 -0.310644 8.095830 -0.116 -0.201 0.091 -0.180
H -6.657932 -1.285655 5.974954 0.123 0.234 0.238 -0.054
H -5.234704 -1.449327 7.043631 -0.201 0.245 -0.002 0.257
C 1.064164 5.948013 2.785478 -0.174 0.344 -0.196 0.022
Cl 2.771849 5.492542 2.748909 0.019 0.065 -0.102 -0.147
Cl 0.129422 4.831553 3.787893 -0.126 0.057 0.024 -0.145
H 0.973596 6.956349 3.196632 0.079 -0.328 0.006 0.340
H 0.668766 5.927892 1.767020 0.163 -0.109 0.301 -0.064
C 3.217607 8.220141 -5.256135 0.311 0.120 -0.244 -0.392
Cl 2.195857 9.566604 -4.738406 0.072 0.028 -0.013 -0.147
Cl 2.556353 6.673833 -4.711395 0.197 -0.062 -0.199 -0.057
H 3.276569 8.217299 -6.347238 -0.141 -0.029 0.303 0.324
H 4.216796 8.348629 -4.832919 -0.327 -0.058 -0.002 0.276
C -6.116539 2.554833 10.109967 0.029 -0.326 -0.168 0.067
Cl -5.382199 3.971455 9.349108 0.050 -0.076 -0.068 -0.158
Cl -7.105999 3.020104 11.499052 -0.038 -0.100 0.053 -0.166
H -6.747918 2.045093 9.378177 0.169 0.296 0.225 -0.017
H -5.324690 1.881422 10.446854 -0.187 0.270 -0.033 0.267
C 6.129405 -4.803301 3.571414 0.213 0.001 0.391 -0.257
Cl 5.500501 -5.745731 2.214475 0.101 -0.210 0.033 -0.181
Cl 5.764416 -3.084724 3.375597 0.025 -0.041 0.061 -0.117
H 5.670608 -5.161343 4.496240 0.012 0.113 -0.319 0.266
H 7.213142 -4.933207 3.622755 -0.302 0.065 -0.152 0.289
C -7.376764 -4.388799 8.239834 -0.354 0.003 0.247 -0.361
Cl -5.645930 -4.576290 8.546492 0.010 0.008 0.093 -0.161
Cl -7.681718 -3.972392 6.549072 -0.096 -0.012 0.140 -0.070
H -7.883060 -5.328980 8.471601 0.224 0.202 -0.156 0.332
H -7.766910 -3.592441 8.878270 0.202 -0.124 -0.224 0.270
C 6.332611 2.847858 -6.439908 0.282 0.181 -0.175 -0.295
Cl 5.310861 4.194322 -5.922181 -0.012 0.030 -0.174 -0.080
Cl 5.671356 1.301551 -5.895169 0.058 0.001 -0.335 -0.154
H 6.391573 2.845017 -7.531012 -0.143 -0.043 0.305 0.342
H 7.331800 2.976347 -6.016693 -0.320 -0.065 0.030 0.188
C -3.903247 -9.484593 -8.874048 0.241 0.087 0.248 -0.090
Cl -4.878412 -10.950095 -9.036333 0.055 -0.038 0.100 -0.156
Cl -4.246472 -8.344293 -10.180562 0.086 0.054 0.071 -0.147
H -4.132288 -9.008948 -7.917339 -0.066 -0.113 -0.305 0.111
H -2.845267 -9.755824 -8.907383 -0.319 0.031 -0.105 0.278
```
Forces are in eV/Å.

HOMO energy   -10.43 eV
Frontier orbital gap   10.217 eV


# 2
5 unconnected molecules or ions with the total composition C25H51BN4O15P at a distorted geometry. Source: the Open Molecules 2025 dataset; level of theory: ωB97M-V/def2-TZVPD.

```
97
Properties=species:S:1:pos:R:3:forces:R:3:mulliken_charge:R:1
C 3.955073 0.189703 1.716668 0.356 -0.069 -0.267 -1.348
C 4.173050 1.662342 1.368243 -0.634 -0.047 0.430 0.371
C 3.257129 2.639166 2.119881 -0.062 -0.132 0.049 -1.151
C 1.758729 2.337988 2.026409 -0.122 0.387 0.221 -0.775
C 1.239551 2.589153 0.621643 0.291 -0.333 0.409 -0.774
N -0.066174 1.918608 0.339103 0.624 0.122 -0.392 0.569
N -0.774759 1.646884 1.407463 0.031 -0.154 -0.224 -0.796
C -1.937835 1.045783 1.229430 -0.735 -0.379 -0.271 -0.111
C -2.739223 0.762970 2.484215 0.952 0.716 0.799 0.390
C -2.270036 -0.551427 3.128909 -0.364 0.151 0.067 -1.510
C -2.530159 1.929923 3.471699 -0.678 0.348 -0.146 -0.976
C -3.016212 3.258550 2.882847 0.404 -0.043 0.192 -1.226
C -2.407144 0.646894 -0.033165 0.278 0.512 0.004 0.592
B -3.810737 -0.085548 -0.176413 -0.209 -0.164 0.355 0.803
O -3.942100 -1.392586 0.209936 0.375 0.473 0.058 -0.690
O -4.882769 0.577188 -0.662584 0.276 -0.265 -0.323 -0.498
C -1.609120 0.941737 -1.138264 -0.332 -0.421 0.239 0.519
N -2.018307 0.561279 -2.411238 0.953 -0.584 0.290 -0.575
C -0.390870 1.646923 -0.929410 -1.246 0.574 -0.242 0.181
P 0.686073 2.076126 -2.395110 1.807 -0.683 -0.832 0.141
N -0.389212 2.448382 -3.683153 -0.614 0.391 1.124 -0.619
O 1.418040 3.524276 -2.095462 -1.470 -0.404 0.606 -0.429
H 4.398086 -0.081861 2.673221 -0.127 0.110 0.169 0.324
H 4.468326 -0.415023 0.969555 -0.030 -0.136 -0.001 0.389
H 2.910870 -0.117734 1.717892 -0.071 0.004 -0.019 0.288
H 5.194067 1.917790 1.639570 0.152 0.146 -0.402 0.449
H 4.021885 1.797111 0.296379 0.324 0.065 -0.093 -0.329
H 3.434711 3.656987 1.767186 0.142 0.051 0.003 0.428
H 3.518982 2.622407 3.178148 0.014 0.050 0.064 0.414
H 1.218764 2.988897 2.712602 -0.017 -0.057 0.128 0.404
H 1.558347 1.319708 2.348240 -0.077 -0.096 -0.107 0.375
H 1.098904 3.650354 0.435696 0.063 0.080 0.099 0.180
H 1.983199 2.211388 -0.076557 -0.244 -0.075 -0.279 0.560
H -3.809009 0.757870 2.276505 -0.018 -0.263 -0.324 0.352
H -2.820511 -1.406709 2.741094 0.210 -0.178 -0.089 0.355
H -2.477276 -0.514173 4.196320 -0.071 -0.033 0.060 0.452
H -1.194415 -0.678138 3.024438 0.035 -0.122 -0.117 0.310
H -1.496687 1.987653 3.804385 0.097 -0.019 -0.037 0.372
H -3.144031 1.754079 4.355144 0.057 -0.330 0.057 0.507
H -3.117208 4.001424 3.670307 -0.084 0.068 0.018 0.437
H -2.313313 3.669954 2.159006 -0.024 -0.011 -0.137 0.233
H -3.984522 3.128969 2.401541 -0.087 0.073 -0.029 0.305
H -3.139298 -1.681433 0.656493 -0.073 -0.410 -0.026 0.284
H -5.600613 -0.054683 -0.809542 -0.266 0.257 0.087 0.331
H -1.221612 0.345563 -3.004656 -0.187 0.330 -0.359 0.383
H -2.577279 -0.284495 -2.407569 -0.393 0.251 0.083 0.142
H -1.343893 2.624398 -3.377192 -0.080 -0.046 -0.252 0.295
H -0.066859 3.318038 -4.102337 0.179 -0.176 -0.263 0.320
H 0.786505 4.095378 -1.632791 0.261 0.520 -0.250 0.347
C 7.765484 6.394172 -1.415149 0.230 0.116 0.126 -0.563
O 6.923384 5.760525 -2.387246 -0.003 0.015 -0.026 -0.354
C 5.964357 5.002706 -1.877788 0.090 0.059 -0.041 0.776
O 5.749134 4.811636 -0.706489 -0.045 -0.024 0.035 -0.549
O 5.261687 4.478721 -2.885496 0.008 -0.084 -0.051 -0.369
C 4.193356 3.637743 -2.454134 0.338 -0.152 -0.084 -0.493
H 8.497618 6.974427 -1.967528 -0.074 -0.051 -0.147 0.231
H 7.184118 7.060674 -0.781512 -0.044 -0.086 0.051 0.283
H 8.282750 5.652255 -0.810268 -0.082 -0.006 0.066 0.277
H 3.497557 4.199913 -1.852267 0.032 0.087 0.154 0.284
H 4.586970 2.791406 -1.888603 -0.041 0.042 0.063 0.260
H 3.696164 3.268141 -3.345428 0.089 0.130 -0.115 0.225
C -4.077664 -3.646910 -1.988823 0.099 0.024 -0.054 -0.549
O -4.891195 -4.265964 -2.978997 0.105 0.055 -0.080 -0.365
C -5.871265 -5.026221 -2.471390 -0.074 -0.075 -0.073 0.755
O -6.081435 -5.193191 -1.298929 0.022 0.046 0.051 -0.543
O -6.554067 -5.546571 -3.479320 -0.002 0.027 -0.056 -0.328
C -7.643950 -6.393305 -3.086946 -0.203 -0.216 0.006 -0.619
H -3.326115 -3.064716 -2.520747 -0.053 -0.073 -0.151 0.226
H -4.667423 -2.986419 -1.362493 -0.059 -0.111 0.100 0.237
H -3.576694 -4.396944 -1.377692 -0.072 0.020 0.085 0.330
H -8.373151 -5.831553 -2.506510 0.071 0.004 0.086 0.303
H -7.284628 -7.247310 -2.517813 -0.006 0.048 0.078 0.305
H -8.109815 -6.747939 -4.000636 0.121 0.082 -0.091 0.245
C -11.403773 -9.168861 -1.883785 -0.164 0.107 -0.060 -0.602
O -10.851226 -10.249942 -1.131205 -0.027 0.005 0.012 -0.314
C -9.541448 -10.421169 -1.293337 -0.047 -0.061 0.045 0.824
O -8.824325 -9.757436 -1.997809 0.043 0.094 -0.039 -0.541
O -9.160969 -11.451718 -0.544090 0.001 -0.020 0.023 -0.320
C -7.766145 -11.754966 -0.620654 0.166 -0.124 0.057 -0.626
H -12.465410 -9.147210 -1.657312 0.017 -0.100 0.078 0.217
H -10.952308 -8.223873 -1.586381 0.074 -0.017 -0.054 0.270
H -11.265875 -9.333240 -2.950801 0.091 0.034 0.005 0.291
H -7.170633 -10.912484 -0.274074 -0.010 0.044 -0.087 0.291
H -7.486235 -12.020680 -1.638095 0.005 0.095 -0.025 0.291
H -7.600443 -12.606286 0.032501 -0.129 0.000 0.028 0.221
C 13.206561 5.073719 1.360179 0.196 0.058 -0.082 -0.626
O 12.425051 4.327063 2.297159 0.018 -0.016 0.012 -0.324
C 11.114853 4.527664 2.203149 0.047 -0.042 0.054 0.809
O 10.563211 5.258418 1.421516 -0.051 0.040 -0.081 -0.534
O 10.510575 3.778906 3.125579 -0.015 -0.034 0.028 -0.313
C 9.088089 3.900094 3.137344 -0.175 -0.058 0.085 -0.603
H 14.243626 4.814647 1.549752 -0.041 -0.081 0.097 0.219
H 12.946646 4.799984 0.339580 -0.080 0.058 0.004 0.294
H 13.067948 6.142405 1.510523 -0.086 -0.003 -0.049 0.294
H 8.666406 3.582583 2.184925 0.016 0.097 -0.041 0.266
H 8.790834 4.924031 3.356033 0.008 0.025 -0.098 0.299
H 8.730708 3.245042 3.926780 0.126 -0.031 0.028 0.219
```
Forces are in eV/Å.

HOMO energy   -12.13 eV
Frontier orbital gap   7.814 eV
Net charge   +1